Entry 1:
Entry from the Open Molecules 2025 dataset: a structure of composition C24H37FeGeNO3 (the ωB97M-V functional and the def2-TZVPD basis).

Geometry as XYZ:
```
67
Properties=species:S:1:pos:R:3:forces:R:3:mulliken_spin:R:1
Fe -0.0620 0.1268 -0.2987 0.357 0.096 0.129 1.1672
C -2.9094 2.6617 -2.2519 0.019 0.025 0.006 -0.0011
C -2.5038 1.2187 -1.9879 -0.029 -0.045 0.055 0.0121
C -1.8280 0.6234 -3.2116 -0.030 -0.007 -0.051 0.0072
C -3.7094 0.3970 -1.5492 -0.007 0.056 -0.034 0.0009
O -1.5234 1.2495 -0.9217 0.143 -0.053 -0.082 -0.0103
Ge -1.7997 1.7900 0.9140 -0.028 -0.077 -0.052 0.0065
O -1.2945 -0.1339 1.1126 -0.054 0.027 -0.003 -0.0373
C -1.5682 -1.0825 2.1775 0.030 0.004 0.001 -0.0005
C -0.4348 -2.0962 2.2337 0.012 -0.021 0.011 0.0024
C -2.8956 -1.7565 1.8651 -0.009 -0.026 0.033 0.0021
C -1.6623 -0.3151 3.4906 0.005 -0.009 0.001 0.0033
O 0.0766 1.9970 0.6891 -0.017 -0.073 -0.105 0.0052
C 1.0286 2.4420 1.6814 0.042 -0.049 -0.015 0.0025
C 1.9395 3.4463 0.9885 -0.007 -0.008 -0.022 -0.0019
C 1.8288 1.2361 2.1573 0.015 -0.009 0.020 -0.0134
C 0.3019 3.1052 2.8426 0.014 -0.004 0.017 0.0003
H -3.6818 2.7021 -3.0201 0.004 0.000 -0.012 0.0004
H -2.0526 3.2467 -2.5873 0.000 0.011 0.009 0.0002
H -3.3143 3.1211 -1.3476 -0.006 -0.003 -0.011 0.0002
H -2.4937 0.6913 -4.0723 -0.003 -0.039 0.002 0.0003
H -1.5696 -0.4266 -3.0613 -0.002 0.045 0.009 -0.0027
H -0.9272 1.1926 -3.4541 -0.018 0.014 -0.009 -0.0002
H -4.4184 0.2879 -2.3707 0.007 0.017 0.004 0.0004
H -4.2302 0.8863 -0.7226 0.009 0.000 0.004 0.0003
H -3.4076 -0.5952 -1.2241 -0.018 -0.037 0.014 0.0000
H -0.4570 -2.7692 1.3775 0.007 0.015 -0.010 -0.0013
H -0.5206 -2.6935 3.1421 -0.006 -0.019 -0.015 0.0001
H 0.5342 -1.5908 2.2576 -0.009 -0.014 0.021 -0.0002
H -2.8494 -2.2759 0.9082 0.006 0.009 0.016 -0.0014
H -3.7018 -1.0213 1.8324 -0.003 0.002 -0.012 0.0010
H -3.1350 -2.4902 2.6360 -0.011 0.009 0.000 0.0009
H -0.7041 0.1318 3.7596 -0.009 0.003 -0.013 -0.0021
H -1.9531 -0.9918 4.2943 0.010 -0.001 0.004 -0.0002
H -2.4197 0.4701 3.4338 -0.001 -0.001 0.003 0.0008
H 2.4556 2.9740 0.1498 -0.020 0.019 0.034 0.0007
H 2.6967 3.8230 1.6769 -0.003 0.004 0.005 -0.0001
H 1.3587 4.2889 0.6128 0.003 0.001 -0.003 0.0002
H 2.3191 0.7373 1.3138 -0.009 0.017 0.037 -0.0009
H 1.1871 0.5184 2.6697 0.003 0.016 -0.005 0.0018
H 2.6123 1.5443 2.8508 -0.001 -0.011 0.005 0.0003
H -0.2906 3.9544 2.4972 -0.006 -0.002 -0.003 0.0006
H 1.0232 3.4741 3.5723 -0.004 0.005 0.001 0.0004
H -0.3560 2.4013 3.3586 0.003 0.009 -0.012 -0.0006
N 1.3228 0.6230 -1.6533 -0.203 -0.042 -0.067 -0.0158
C 2.5797 -0.0096 -1.3072 -0.047 0.046 0.035 -0.0134
C 3.7246 0.7531 -1.1662 0.069 0.004 -0.025 -0.0012
C 4.9033 0.1488 -0.7549 -0.031 0.038 0.000 0.0020
C 4.9175 -1.2110 -0.4869 -0.017 -0.031 -0.005 -0.0057
C 3.7651 -1.9653 -0.6479 0.031 -0.019 0.036 0.0034
C 2.5713 -1.3835 -1.0667 0.036 -0.022 0.005 -0.0161
C 1.3368 -2.1829 -1.2864 0.038 0.080 0.038 0.0510
C 1.4344 -3.5011 -1.7379 0.011 -0.010 -0.007 -0.0155
C 0.3008 -4.2606 -1.9668 -0.015 -0.021 0.000 0.0231
C -0.9584 -3.7138 -1.7566 0.041 -0.016 0.004 -0.0131
C -1.0671 -2.4064 -1.3090 0.086 -0.047 -0.003 0.0216
C 0.0674 -1.6400 -1.0655 -0.393 0.116 0.001 -0.1640
H 1.4181 1.6320 -1.7343 -0.034 0.008 0.067 0.0024
H 0.9616 0.2648 -2.5373 0.065 0.046 -0.019 0.0039
H 3.7011 1.8149 -1.3824 0.001 -0.022 -0.011 -0.0005
H 5.8015 0.7400 -0.6421 -0.003 0.003 0.001 0.0000
H 5.8285 -1.6873 -0.1513 -0.004 -0.006 -0.003 -0.0002
H 3.7856 -3.0241 -0.4259 0.002 0.002 -0.001 0.0005
H 2.4096 -3.9263 -1.9370 0.003 0.000 -0.005 -0.0003
H 0.4001 -5.2774 -2.3221 -0.003 0.002 -0.005 0.0006
H -1.8470 -4.3030 -1.9417 -0.006 0.003 0.003 -0.0005
H -2.0461 -1.9848 -1.1351 -0.006 -0.012 -0.010 -0.0063
```
Forces are in eV/Å.

E_HOMO (alpha / beta): -11.55 / -11.54 eV
Total charge: +1
Spin multiplicity: 2
Kohn-Sham gap (alpha / beta): 7.5 / 8.2 eV
E: -124020.210 eV
Expectation value of S²: 1.1082
LUMO (alpha / beta): -4.03 / -3.38 eV



Entry 2:
Entry from the Open Molecules 2025 dataset: a structure of composition C24H37Ge2N3OPPtS5 (the ωB97M-V functional and the def2-TZVPD basis).

Geometry as XYZ:
```
74
Properties=species:S:1:pos:R:3:forces:R:3:mulliken_spin:R:1
Pt 0.9891 0.0675 0.1421 1.627 0.813 0.188 0.5120
S 7.4476 -0.6672 3.4053 -1.498 0.246 -0.876 0.1160
C 6.0555 -0.4051 2.5667 1.624 -0.092 0.951 -0.0475
S 4.9269 0.8674 2.9683 -0.511 -0.202 -0.500 0.0422
C 3.7798 0.5462 1.6905 -1.197 3.192 2.173 0.0391
C 4.0904 -0.5118 0.8437 0.713 -3.066 -2.483 0.0168
S 3.1606 -1.0646 -0.4620 -0.464 0.922 1.369 0.0802
S 5.5878 -1.3520 1.1822 -0.755 0.386 -0.286 0.0186
S 2.4301 1.5654 1.5429 0.924 -1.525 -0.254 0.0775
C -0.2375 -4.6182 3.3816 0.233 0.375 -0.601 0.0092
Ge 0.7191 -3.9002 1.7848 0.078 0.416 -0.545 0.0539
C 2.6294 -3.4897 2.1823 -0.654 -0.236 -0.084 0.0012
C 0.6485 -4.9685 0.1033 0.057 0.240 0.692 0.0034
Ge -0.4762 -1.5632 1.1328 -1.022 -2.117 1.950 0.0820
C -2.4207 -1.9725 0.8263 1.311 0.867 -0.212 -0.0122
C -2.7877 -3.2534 0.4361 0.288 -0.211 -0.130 0.0045
C -4.1048 -3.5508 0.1283 0.005 -0.077 0.086 -0.0024
C -5.0670 -2.5564 0.2087 0.050 -0.110 -0.059 0.0055
C -4.7084 -1.2794 0.6065 0.027 0.296 0.193 -0.0022
C -3.3916 -0.9814 0.9177 -0.189 0.031 -0.060 0.0043
C -0.2913 -0.2121 2.6266 -0.036 -0.114 -1.779 -0.0581
C -0.7488 1.0780 2.3262 -0.293 0.129 -0.292 0.0258
C -0.6082 2.1066 3.2383 0.152 0.400 0.180 0.0132
C 0.0158 1.8727 4.4539 -0.180 0.235 -0.280 -0.0185
C 0.5092 0.6107 4.7443 0.039 -0.424 -0.054 0.0068
C 0.3833 -0.4175 3.8241 0.378 -0.263 0.253 -0.0049
H 0.2133 -5.5774 3.6279 0.089 -0.089 -0.046 0.0036
H -1.2959 -4.7690 3.1905 -0.056 0.029 -0.078 -0.0001
H -0.1196 -3.9549 4.2348 0.018 0.074 0.006 -0.0004
H 3.0741 -4.4001 2.5828 0.049 -0.037 0.054 0.0008
H 2.7446 -2.6970 2.9166 -0.014 0.104 0.075 -0.0003
H 3.1518 -3.2280 1.2655 -0.023 -0.030 -0.046 -0.0004
H 1.3152 -5.8185 0.2342 0.054 -0.100 -0.015 0.0017
H 1.0087 -4.3757 -0.7352 0.000 0.063 0.017 0.0005
H -0.3439 -5.3465 -0.1226 -0.059 0.009 0.022 -0.0009
H -2.0286 -4.0213 0.3667 -0.042 -0.100 -0.085 0.0009
H -4.3742 -4.5514 -0.1769 -0.030 -0.045 -0.002 -0.0001
H -6.0937 -2.7737 -0.0423 -0.090 -0.032 -0.008 0.0002
H -5.4580 -0.5078 0.6878 -0.115 0.069 -0.013 -0.0001
H -3.1294 0.0199 1.2296 -0.049 0.077 0.025 0.0004
H -1.2454 1.2641 1.3769 -0.167 0.057 0.131 -0.0137
H -0.9739 3.0921 2.9955 -0.059 0.128 0.015 0.0002
H 0.1271 2.6755 5.1654 -0.017 0.074 0.099 -0.0008
H 0.9937 0.4262 5.6900 0.042 -0.039 0.125 -0.0001
H 0.7864 -1.3954 4.0552 0.041 -0.047 0.048 -0.0007
C -0.6678 1.7345 -5.1463 -0.211 0.042 -0.227 0.0000
N 0.3755 1.8078 -4.1497 -0.197 0.065 1.304 -0.0005
C 1.6395 1.1759 -4.4688 0.263 -0.087 0.010 -0.0003
P 0.1271 2.2561 -2.5749 -1.195 1.424 -1.469 -0.0044
O 1.0113 1.5045 -1.6368 0.403 -0.702 0.745 0.0259
N -1.5092 1.9775 -2.2823 1.237 0.200 -0.143 0.0019
C -1.7943 0.5836 -2.0681 -0.058 -0.255 -0.017 0.0086
C -2.3337 2.9242 -1.5632 -0.089 0.157 0.001 -0.0001
N 0.3903 3.8973 -2.4494 -0.167 -1.447 0.097 0.0003
C 0.6332 4.7380 -3.5988 -0.007 0.287 -0.289 0.0002
C 0.7642 4.4319 -1.1575 -0.014 0.157 0.158 -0.0021
H -0.3378 2.2256 -6.0645 -0.046 0.017 0.004 0.0001
H -1.5609 2.2326 -4.7751 -0.009 -0.044 -0.127 0.0001
H -0.9139 0.6976 -5.3883 -0.048 -0.040 -0.012 0.0001
H 1.8680 1.3358 -5.5218 0.063 0.045 0.021 0.0000
H 1.6124 0.0990 -4.2739 0.040 -0.014 -0.085 0.0002
H 2.4260 1.6187 -3.8581 0.115 -0.093 -0.139 0.0000
H -1.3390 -0.0038 -2.8647 -0.026 -0.157 -0.008 0.0020
H -2.8692 0.4165 -2.0797 -0.053 -0.093 0.062 0.0010
H -1.3805 0.2092 -1.1055 -0.225 0.034 -0.074 0.0078
H -2.0219 3.9312 -1.8296 -0.116 0.028 0.069 0.0002
H -2.2644 2.8072 -0.4760 -0.017 -0.008 0.091 -0.0001
H -3.3737 2.7843 -1.8615 0.000 0.050 0.052 0.0003
H 0.2477 4.2583 -4.4942 0.029 0.100 -0.025 -0.0001
H 1.6980 4.9376 -3.7423 0.043 -0.004 0.020 0.0000
H 0.1221 5.6940 -3.4701 -0.017 -0.005 -0.018 -0.0001
H 0.4459 3.7424 -0.3756 0.001 0.084 0.099 0.0021
H 0.2765 5.3962 -0.9985 -0.003 -0.024 0.049 0.0001
H 1.8452 4.5728 -1.0700 0.028 0.010 -0.020 0.0001
```
Forces are in eV/Å.

E_HOMO (alpha / beta): -13.72 / -13.67 eV
Total charge: +2
Spin multiplicity: 2
Kohn-Sham gap (alpha / beta): 4.7 / 4.5 eV
E: -211734.105 eV
Expectation value of S²: 0.8102
LUMO (alpha / beta): -9.06 / -9.18 eV
Energy above the lowest of the compared OMol25 structures with the same formula, charge and spin: 282.2 kJ/mol



Entry 3:
Entry from the Open Molecules 2025 dataset: a structure of composition C24H37N12OSSe2SiW (the ωB97M-V functional and the def2-TZVPD basis).

Geometry as XYZ:
```
79
Properties=species:S:1:pos:R:3:forces:R:3:mulliken_charge:R:1
W -0.5273 0.1766 -0.0336 -0.861 0.516 0.004 -1.6009
N -1.0614 1.4353 2.4893 0.155 0.070 0.167 0.2493
N -0.2764 2.5804 2.6939 -0.109 -0.133 -0.140 -0.4187
C 0.2439 3.1808 1.6219 0.042 0.051 0.125 0.5393
N 1.1207 4.1595 1.8082 -0.066 -0.020 -0.037 -0.3161
S -0.2569 2.8116 0.0219 -0.039 -0.290 -0.101 -0.3822
H -2.0303 1.6422 2.7202 0.102 0.023 -0.020 0.2990
H -0.7061 0.6789 3.0800 0.053 0.157 -0.098 -0.4111
H 0.1855 2.6815 3.5907 -0.022 -0.047 -0.076 0.2806
H 1.4901 4.3815 2.7199 -0.027 0.012 -0.004 0.2279
H 1.5682 4.5682 1.0041 0.010 -0.045 0.029 0.2294
C -2.3987 -2.8630 -1.0427 -0.011 -0.020 0.067 -0.6487
Se -0.8710 -1.8865 -1.7283 0.080 0.155 -0.128 0.3535
C -1.7970 -1.2307 -3.3268 0.034 0.022 -0.017 -0.9598
C -2.6847 -0.0442 -3.0546 -0.082 0.043 -0.014 -0.6597
Se -1.6649 1.4990 -2.4490 0.144 -0.084 0.024 0.4443
C -3.2050 2.6158 -2.0722 0.055 0.014 0.001 -1.2422
H -2.9889 -3.1743 -1.9006 -0.012 -0.040 0.007 0.6237
H -2.9822 -2.2493 -0.3636 -0.026 0.002 -0.015 0.0412
H -2.0257 -3.7372 -0.5237 -0.002 -0.022 0.027 0.1237
H -2.3820 -2.0807 -3.6773 -0.011 0.007 0.030 0.5854
H -1.0116 -1.0116 -4.0406 -0.033 0.003 -0.018 0.4379
H -3.4102 -0.2540 -2.2673 -0.043 -0.042 -0.050 0.3307
H -3.2206 0.2521 -3.9574 0.042 -0.016 -0.011 0.6043
H -3.7917 2.6598 -2.9874 0.003 0.033 0.001 0.4383
H -2.8264 3.6065 -1.8340 0.008 -0.009 -0.003 0.3841
H -3.8216 2.2564 -1.2567 -0.063 -0.056 0.076 0.4186
N 3.0460 1.2800 -0.6607 -0.099 0.101 0.042 -0.0449
C 2.6413 1.0990 0.6309 0.134 0.035 -0.196 0.0438
N 3.3247 1.4869 1.6858 -0.136 -0.066 0.090 -0.7517
N 2.5501 1.1086 2.7256 0.087 -0.003 -0.021 -0.7941
N 1.4856 0.5334 2.3094 0.163 -0.318 0.176 0.6373
N 1.4943 0.4901 0.9562 -0.162 0.101 0.446 -0.0501
C 2.2787 0.8381 -1.6955 0.075 0.130 0.109 0.0598
N 2.7408 0.6889 -2.9198 -0.171 -0.030 -0.066 -0.5730
N 1.6896 0.2474 -3.6283 0.116 0.056 0.082 -0.8241
N 0.6632 0.1378 -2.8817 -0.061 -0.095 -0.081 -0.0205
N 0.9744 0.5223 -1.6100 0.107 -0.302 -0.097 0.8095
H 4.0045 1.5266 -0.8472 -0.005 -0.032 -0.003 0.2933
C 0.7480 -4.1106 0.8498 -0.020 -0.021 -0.007 -1.2920
C 0.6798 -3.6175 2.3015 0.082 0.078 -0.117 2.1393
C 0.4333 -4.7908 3.2625 0.034 0.030 0.047 -1.8210
C 2.0471 -3.0167 2.6623 -0.013 -0.012 -0.030 -1.7387
Si -0.6767 -2.3297 2.5091 0.070 0.160 -0.052 0.0660
O -0.4935 -1.1430 1.2639 0.038 -0.274 0.157 1.9397
C -2.4221 -2.9632 2.2492 -0.091 -0.065 -0.070 1.5620
C -2.7482 -4.2800 1.9175 -0.033 0.078 -0.015 -0.9424
C -4.0656 -4.6767 1.7258 0.007 0.038 -0.014 -0.7583
C -5.0936 -3.7557 1.8533 -0.015 -0.010 -0.010 -0.8099
C -4.8007 -2.4404 2.1895 0.040 0.004 0.011 -0.8218
C -3.4832 -2.0598 2.3928 -0.043 -0.151 0.040 -0.7487
C -0.6816 -1.6062 4.2538 -0.014 0.097 0.024 0.8072
C 0.3690 -0.8794 4.8379 0.002 -0.092 -0.018 0.0044
C 0.3211 -0.4645 6.1609 0.011 -0.026 -0.009 -0.9591
C -0.7705 -0.7817 6.9563 0.018 0.005 -0.006 -0.7034
C -1.7996 -1.5383 6.4230 -0.015 -0.008 -0.029 -0.7951
C -1.7531 -1.9427 5.0955 -0.035 0.000 -0.032 -0.3182
H 1.5574 -4.8385 0.7450 -0.008 -0.012 0.006 0.5854
H 0.9634 -3.2932 0.1551 0.002 -0.011 0.041 0.0246
H -0.1721 -4.6035 0.5276 -0.010 -0.003 -0.006 0.2258
H 1.2651 -5.4956 3.1830 0.016 -0.005 -0.002 0.5167
H -0.4807 -5.3418 3.0576 -0.049 -0.035 -0.016 0.2633
H 0.3906 -4.4539 4.3004 0.002 0.020 0.009 0.3395
H 2.8177 -3.7732 2.4888 0.013 0.004 0.015 0.6127
H 2.1013 -2.7283 3.7110 -0.005 0.013 0.039 0.3231
H 2.2970 -2.1493 2.0546 0.002 0.135 -0.082 0.2318
H -1.9700 -5.0173 1.7867 0.027 -0.039 0.012 0.0855
H -4.2871 -5.7053 1.4745 -0.004 -0.019 0.001 0.4693
H -6.1201 -4.0631 1.7056 -0.014 0.001 -0.005 0.4144
H -5.5985 -1.7196 2.3092 -0.025 0.016 0.007 0.4617
H -3.2828 -1.0379 2.6976 -0.016 -0.069 0.146 0.7666
H 1.2503 -0.6506 4.2659 0.080 0.104 -0.119 0.2787
H 1.1558 0.0853 6.5760 0.008 0.019 -0.006 0.4942
H -0.8064 -0.4620 7.9892 0.005 0.003 0.016 0.4082
H -2.6416 -1.8235 7.0393 -0.020 -0.005 0.006 0.4492
H -2.5671 -2.5484 4.7230 -0.026 0.012 -0.009 0.3079
C -2.4521 0.2407 0.2029 0.605 -0.006 0.210 0.6261
H -3.2314 0.7759 -0.3123 -0.127 -0.007 -0.190 -0.1631
H -2.8450 -0.2311 1.1056 0.151 0.190 -0.249 -0.2885
```
Forces are in eV/Å.

E_HOMO: -10.90 eV
Total charge: +1
Kohn-Sham gap: 7.1 eV
E: -196642.189 eV
LUMO: -3.82 eV
Energy above the lowest of the compared OMol25 structures with the same formula, charge and spin: 0.0 kJ/mol



total charge of number 3 (C24H37N12OSSe2SiW)?
+1